Record 1
13
Properties=species:S:1:pos:R:3:forces:R:3 method="wB97M-V/def2-TZVPD" relative_energy_kj_mol=172.1 smiles="[NH3+][C@H]1C=NCS1" homo_energy_ev=-14.23 molar_mass_g_mol=103.17 orbital_gap_ev=10.10 charge=+1 total_energy_ev=-17031.787
N 1.5961 0.4167 0.3324 1.316 1.154 -0.730
C 0.5327 -0.3298 -0.6177 1.456 0.394 0.055
C -0.3741 -1.2186 0.2043 1.458 -0.103 -1.278
N -1.4715 -0.7291 0.4426 -1.822 -1.667 1.936
C -1.7851 0.4937 -0.0495 -1.684 1.817 -0.869
S -0.4789 0.9643 -1.3022 -0.258 -0.400 -0.001
H 2.6249 0.1650 0.1470 -1.747 0.780 -0.465
H 1.5820 0.1909 1.3310 -0.928 0.322 0.094
H 1.3398 1.4727 0.0946 1.084 -2.329 1.023
H 1.2045 -0.8205 -1.3202 -0.412 -0.093 -0.181
H -0.1565 -2.2309 0.4447 0.560 -0.642 0.458
H -2.8253 0.4161 -0.4788 1.213 0.541 0.038
H -1.7885 1.2094 0.7718 -0.237 0.228 -0.078

Record 2
13
Properties=species:S:1:pos:R:3:forces:R:3 method="wB97M-V/def2-TZVPD" relative_energy_kj_mol=125.4 homo_energy_ev=-14.58 molar_mass_g_mol=103.17 orbital_gap_ev=11.13 charge=+1 total_energy_ev=-17032.271
C -0.1368 -0.1362 0.1357 -3.009 0.819 0.467
C -2.2883 -0.3092 -0.0666 0.840 0.537 0.539
C 2.0065 0.9381 -0.0333 -0.425 -1.227 0.889
N -1.0930 -1.0839 0.1712 0.950 0.945 0.790
N 1.1331 -0.1737 0.1323 0.791 -2.418 -0.065
S -1.2860 1.2158 0.1937 0.631 0.045 -0.278
H -2.4194 -0.4121 -1.1490 -1.545 0.210 0.508
H -3.0110 -0.4550 0.7603 -0.207 0.083 -1.287
H 2.6850 0.6924 -0.7699 1.489 -0.141 -1.688
H 2.4815 1.0478 0.8825 1.159 0.816 1.590
H 1.4050 1.7265 -0.2755 -1.071 2.494 -0.713
H -1.0639 -1.9689 -0.2154 0.689 -2.306 -0.656
H 1.5874 -1.0816 0.2341 -0.293 0.144 -0.097

Record 3
15
Properties=species:S:1:pos:R:3:forces:R:3 method="wB97M-V/def2-TZVPD" relative_energy_kj_mol=162.7 homo_energy_ev=-13.54 molar_mass_g_mol=167.30 orbital_gap_ev=8.16 charge=+1 total_energy_ev=-38700.462
C -0.8685 -1.3707 0.8226 -0.181 -1.461 0.818
C 0.2008 1.0931 0.4326 -2.148 -0.275 -0.097
C 2.0693 0.7124 -1.4996 -1.294 0.783 0.799
N -1.8233 -0.4108 0.9729 1.424 2.168 0.715
N 0.3797 -1.1594 0.8961 0.456 0.789 0.743
S -1.1581 1.1724 1.5353 -0.140 -1.988 -1.804
S -3.3902 -0.6036 0.4156 -0.522 0.339 -0.319
S 0.1710 0.8364 -1.2576 1.092 0.601 0.745
H -1.4178 -2.3178 0.7328 0.708 -0.235 -0.117
H 0.9201 1.6902 0.9176 1.728 0.269 0.087
H 2.3570 1.1423 -2.4892 -0.349 -0.547 0.894
H 2.1641 -0.3782 -1.3881 0.722 0.629 -0.144
H 2.4570 1.3305 -0.6312 -0.033 -1.022 -1.279
H 1.0886 -1.8288 1.2513 -1.059 0.155 -0.844
H -3.1498 0.0920 -0.7110 -0.402 -0.206 -0.197